No. 1
Density functional theory data (the ωB97M-V functional and the def2-TZVPD basis) for a molecular structure, C42H56GeIMnN6O2P.

HOMO (alpha / beta)   -0.37740 / -0.38285 Eh
Spin multiplicity   5
<S²>   6.1238
Charge   +1
HOMO-LUMO gap (alpha / beta)   6.9 / 6.1 eV

The geometry in XYZ format:
```
110
Properties=species:S:1:pos:R:3:forces:R:3
Mn 0.97197 -0.50338 0.50791 -0.58 0.63 -0.36
C 0.75590 -4.21605 -2.00828 -0.06 -0.06 0.02
C -0.26115 -4.15595 -0.90871 -0.15 -0.14 -0.07
N -1.17860 -5.09361 -0.82207 -0.01 0.08 0.03
C -2.13615 -4.99295 0.12213 0.06 -0.03 -0.08
C -2.23430 -3.95130 1.00959 -0.03 -0.07 -0.04
C -3.39497 -3.89925 1.97083 0.03 -0.02 0.07
O -3.00204 -3.88260 3.34273 -0.01 0.01 -0.07
C -1.23982 -2.94364 0.95430 -0.30 0.28 0.62
C -1.33740 -1.83780 1.90362 -0.14 -0.41 -0.23
N -0.55762 -0.82915 2.03721 0.10 0.36 0.35
C -0.92654 0.16883 3.01728 0.06 -0.21 -0.16
C -2.05017 0.06459 3.84271 -0.06 0.02 0.05
C -2.39366 1.07250 4.72481 0.00 -0.01 -0.01
C -1.62401 2.22258 4.82243 0.00 0.01 0.02
C -0.48967 2.34154 4.04137 -0.10 -0.06 0.04
C -0.15719 1.31969 3.16307 -0.04 0.04 0.03
I 1.61797 1.54669 2.12174 0.24 0.12 -0.01
C -0.24906 -3.06243 -0.00084 0.63 0.46 -0.37
O 0.74042 -2.19392 -0.14876 0.05 -0.61 -0.01
H 0.52327 -5.05342 -2.66173 0.00 0.00 0.02
H 1.76509 -4.33555 -1.61347 0.03 0.00 0.06
H 0.75171 -3.28878 -2.58395 -0.03 0.01 0.01
H -2.87197 -5.78931 0.13523 0.01 -0.01 -0.01
H -4.06479 -4.73586 1.76456 -0.01 -0.02 0.00
H -3.97554 -2.98657 1.82584 -0.02 0.01 -0.02
H -2.63479 -4.74327 3.56963 0.01 0.00 0.00
H -2.19570 -1.92049 2.55378 -0.02 -0.04 -0.02
H -2.68219 -0.81178 3.82512 0.01 0.02 0.00
H -3.27375 0.95160 5.34201 0.01 0.01 0.00
H -1.89425 3.01266 5.50969 0.00 -0.01 -0.01
H 0.13944 3.21781 4.11992 0.00 0.00 -0.01
C 2.75156 -0.35077 -0.49438 0.18 -0.19 0.41
H 3.33838 0.48810 -0.12344 0.05 -0.02 -0.05
H 2.36867 -0.15445 -1.49151 -0.09 -0.02 -0.02
H 3.34739 -1.25925 -0.50444 0.13 0.01 -0.17
N -0.08957 0.48641 -0.53251 -0.02 -0.10 0.39
P -0.79487 1.69614 -1.18429 -0.06 0.03 -0.21
N 0.02832 3.11402 -1.37506 0.12 0.24 -0.16
C 0.07061 4.20230 -0.39884 0.13 -0.12 0.06
C 0.02257 5.54351 -1.11626 -0.01 -0.01 -0.06
C 1.19253 5.65106 -2.09324 0.02 -0.01 0.04
C 1.21755 4.45670 -3.04477 -0.03 0.02 -0.01
C 1.18785 3.14291 -2.27417 -0.07 0.05 0.08
N -2.12651 2.17971 -0.30790 -0.30 0.00 0.03
C -2.91950 3.37613 -0.66882 0.03 -0.11 0.03
C -4.36819 3.01286 -0.95940 -0.01 0.01 -0.01
C -5.03980 2.45387 0.30296 0.02 0.00 0.00
C -4.02249 1.67426 1.15319 0.00 0.00 0.02
C -2.93414 1.08737 0.27074 0.04 0.10 -0.06
N -1.15642 1.24852 -2.74024 -0.14 -0.01 -0.18
C -1.30893 -0.18943 -3.04566 0.01 0.12 -0.03
C -1.55664 -0.39200 -4.53926 -0.03 -0.02 0.00
C -0.70625 0.58124 -5.34366 0.00 0.01 0.00
C -1.17209 2.02078 -5.07797 0.01 0.01 -0.01
C -1.81337 2.14713 -3.69105 0.10 -0.05 0.04
H 1.01522 4.14052 0.16130 0.00 0.00 0.03
H -0.73336 4.08840 0.32377 -0.02 0.00 -0.04
H 0.04930 6.35642 -0.38751 0.02 -0.01 0.00
H -0.92417 5.62191 -1.66058 0.01 0.03 0.01
H 2.12768 5.67102 -1.52141 -0.01 0.01 -0.01
H 1.14577 6.58671 -2.65173 -0.01 0.00 -0.01
H 2.10562 4.48951 -3.67913 0.00 0.00 -0.01
H 0.34374 4.49410 -3.70396 0.03 0.01 0.00
H 2.10656 3.04300 -1.67652 0.00 0.00 -0.02
H 1.13912 2.29092 -2.95061 -0.03 -0.01 -0.01
H -2.46310 3.87423 -1.52146 0.00 -0.02 0.01
H -2.89552 4.09166 0.16132 0.01 0.02 0.02
H -4.39451 2.27722 -1.76741 0.00 0.00 0.00
H -4.89835 3.89456 -1.32201 -0.01 0.00 0.00
H -5.87130 1.80540 0.02189 0.00 0.00 -0.01
H -5.46501 3.26965 0.89018 0.00 0.00 0.01
H -4.51558 0.87578 1.71171 0.00 0.01 0.00
H -3.54881 2.32948 1.89082 -0.01 -0.02 0.00
H -3.39670 0.47628 -0.51765 0.00 -0.02 0.01
H -2.26724 0.43714 0.82656 -0.01 0.03 0.00
H -2.11955 -0.63753 -2.45937 -0.03 -0.01 0.00
H -0.38985 -0.69581 -2.75180 0.04 0.01 0.03
H -2.61293 -0.24144 -4.78074 0.01 0.00 0.01
H -1.32569 -1.42820 -4.79081 0.00 0.00 -0.01
H -0.75636 0.35594 -6.40904 0.01 0.00 0.00
H 0.34031 0.46462 -5.04678 -0.01 0.00 0.01
H -1.90107 2.32975 -5.83050 0.00 0.00 0.00
H -0.32612 2.70736 -5.15751 -0.01 -0.01 -0.01
H -2.88667 1.92917 -3.74192 -0.01 -0.01 -0.01
H -1.71350 3.17070 -3.33273 -0.01 -0.01 0.00
Ge 2.55215 -2.16412 1.79647 0.25 -0.48 0.16
C 3.14638 -3.70915 0.84506 0.08 -0.19 -0.16
C 4.26640 -3.75519 0.01225 -0.05 -0.10 0.00
C 4.64978 -4.95131 -0.57611 -0.04 0.01 0.03
C 3.92520 -6.11223 -0.33059 0.03 0.01 -0.02
C 2.81924 -6.08105 0.50476 -0.03 0.04 0.01
C 2.42914 -4.88273 1.08751 0.04 -0.03 -0.09
C 3.90911 -1.15658 2.69759 0.13 0.25 0.04
C 3.72749 -0.93420 4.06334 0.11 0.05 -0.01
C 4.69494 -0.26058 4.79653 -0.03 -0.01 -0.01
C 5.83873 0.20949 4.16659 -0.01 -0.02 -0.02
C 6.02138 0.00270 2.80443 -0.04 -0.02 0.00
C 5.06028 -0.67741 2.06952 0.03 0.05 0.10
H 1.51173 -2.64786 2.81851 -0.17 0.14 -0.04
H 4.85459 -2.86774 -0.18332 0.00 0.03 0.02
H 5.51763 -4.98071 -1.22172 0.00 0.00 0.00
H 4.22856 -7.04438 -0.78897 0.00 0.01 0.00
H 2.25520 -6.98438 0.69731 0.01 0.01 0.00
H 1.55622 -4.86647 1.73100 0.01 0.00 0.01
H 2.83178 -1.28826 4.56199 0.00 -0.01 0.00
H 4.55369 -0.10010 5.85749 0.01 0.00 -0.01
H 6.59178 0.73554 4.73867 0.00 0.00 -0.01
H 6.91630 0.36664 2.31679 -0.01 0.00 0.00
H 5.21728 -0.82694 1.00884 0.00 -0.02 0.00
```
Forces are in eV/Å.



No. 2
Density functional theory data (the ωB97M-V functional and the def2-TZVPD basis) for a molecular structure, C42H56GeNO4P2RbSi3.

HOMO (alpha / beta)   -0.33028 / -0.37679 Eh
Spin multiplicity   2
Energy above the lowest of the compared OMol25 structures with the same formula, charge and spin   0.357 eV
<S²>   0.7751
Charge   +1
HOMO-LUMO gap (alpha / beta)   6.7 / 7.4 eV

The geometry in XYZ format:
```
110
Properties=species:S:1:pos:R:3:forces:R:3
Rb 0.09713 1.23480 -0.41439 0.23 0.37 -0.41
O -4.40438 -0.44141 -1.55819 -0.02 -0.01 0.00
C -3.11407 -0.20763 -1.32546 0.06 0.02 0.00
O -2.59440 0.87595 -1.46329 -0.20 -0.05 -0.03
C -2.36490 -1.40952 -0.82760 -0.01 0.00 0.01
C -2.99736 -2.47256 -0.20683 0.00 -0.04 -0.02
C -2.17475 -3.42536 0.41779 -0.01 0.02 0.00
C -0.81428 -3.27126 0.40691 0.03 -0.02 -0.01
C -0.24892 -2.17112 -0.30058 -0.01 0.05 0.00
N -1.05284 -1.27373 -0.93080 -0.07 0.01 0.14
C 1.12694 -1.88001 -0.39527 -0.01 -0.09 0.02
O 2.07632 -2.54416 0.29451 0.00 -0.02 -0.02
O 1.58685 -0.91835 -1.15549 0.05 -0.46 -0.32
H -4.81412 0.39224 -1.83656 0.00 0.00 0.00
H -4.07392 -2.53332 -0.16508 0.00 0.00 -0.01
H -2.61876 -4.27066 0.92716 0.00 0.00 0.00
H -0.19137 -4.00292 0.90787 0.00 -0.01 -0.01
H 1.67907 -3.19541 0.88517 0.01 0.01 0.01
C 0.27475 2.93448 3.64657 -0.03 -0.03 -0.05
C -1.17484 3.34836 3.33517 0.07 -0.06 -0.04
P -1.76724 2.77055 1.66243 -0.43 0.22 0.35
C -2.86832 4.11196 1.08515 0.03 0.03 0.06
C -3.96281 3.79986 0.27763 0.00 -0.01 0.01
C -4.73997 4.80230 -0.28000 -0.01 0.00 0.01
C -4.42990 6.13564 -0.05039 0.01 0.01 0.00
C -3.33189 6.45793 0.73184 0.00 0.00 -0.01
C -2.55344 5.45355 1.29056 -0.01 0.00 0.00
C -2.95227 1.48446 2.22757 0.00 0.01 0.00
C -2.57533 0.14573 2.17169 -0.01 0.02 0.03
C -3.37103 -0.84228 2.74022 0.01 0.00 0.01
C -4.56647 -0.50344 3.34947 -0.01 0.00 0.00
C -4.96369 0.82854 3.39734 -0.01 0.00 0.01
C -4.15953 1.81353 2.85002 0.02 -0.01 -0.02
P 0.80861 1.28878 2.98897 0.13 -0.04 0.16
C 0.03515 0.07182 4.10997 -0.02 -0.02 -0.05
C -0.78824 0.39198 5.18293 0.00 0.00 0.02
C -1.40508 -0.61011 5.92323 0.00 0.01 0.00
C -1.19869 -1.94164 5.60274 0.01 -0.01 -0.01
C -0.36695 -2.27406 4.53903 0.00 0.00 0.01
C 0.23734 -1.27445 3.79657 -0.01 0.02 0.01
C 2.54817 1.25925 3.55137 -0.03 0.02 0.00
C 3.55601 1.31661 2.59302 -0.01 -0.01 0.00
C 4.89249 1.32501 2.97021 0.00 0.00 0.00
C 5.22880 1.26827 4.31354 0.00 0.00 0.00
C 4.23043 1.20060 5.27815 0.00 0.00 0.01
C 2.89799 1.19489 4.89971 0.01 -0.01 0.00
H 0.47260 2.98997 4.72001 0.00 0.04 0.00
H 0.96747 3.63435 3.17018 0.00 0.00 -0.01
H -1.26418 4.43250 3.39774 0.02 -0.01 0.00
H -1.86293 2.93684 4.07294 0.00 0.01 0.02
H -4.20953 2.76182 0.08922 0.00 0.00 0.00
H -5.59267 4.54335 -0.89450 0.00 0.00 0.00
H -5.03924 6.91831 -0.48210 0.00 0.00 0.00
H -3.07785 7.49455 0.91022 0.00 0.00 0.00
H -1.69269 5.73259 1.88615 -0.01 0.01 -0.01
H -1.62797 -0.14332 1.72773 -0.02 0.03 -0.04
H -3.04164 -1.87288 2.71842 0.00 0.00 -0.01
H -5.18679 -1.27086 3.79427 0.00 0.00 0.00
H -5.89745 1.09962 3.87295 0.00 0.00 0.00
H -4.46968 2.84990 2.90764 0.00 0.01 0.00
H -0.95962 1.42505 5.45577 0.00 0.01 -0.01
H -2.04703 -0.34514 6.75330 0.00 0.00 0.00
H -1.67700 -2.72051 6.18203 0.00 0.00 0.00
H -0.19145 -3.31466 4.29536 0.00 0.00 0.00
H 0.88480 -1.53228 2.96286 -0.01 0.00 -0.01
H 3.29461 1.34421 1.54063 0.01 0.00 0.00
H 5.66807 1.36848 2.21675 0.00 0.00 0.00
H 6.26888 1.27020 4.61190 0.00 0.00 0.00
H 4.49360 1.14853 6.32654 0.00 0.00 0.00
H 2.12464 1.12573 5.65636 0.00 0.00 0.00
C 4.76393 -2.23859 -1.82787 -0.02 0.01 0.03
Si 3.45681 -2.87158 -3.00393 -0.03 -0.02 -0.15
C 2.73427 -4.51182 -2.43581 -0.02 0.03 0.00
C 4.21066 -3.08411 -4.70793 0.01 -0.01 0.02
Ge 1.64759 -1.27970 -3.09363 0.29 0.18 0.25
Si 2.29940 0.88999 -3.90028 0.02 -0.02 -0.06
C 2.99928 0.59488 -5.61352 -0.01 0.00 0.02
C 3.60932 1.60277 -2.76542 -0.01 -0.03 0.02
C 0.87061 2.10298 -4.06271 -0.01 -0.05 0.02
Si -0.34085 -2.13331 -4.13369 0.05 -0.11 0.03
C -1.02995 -3.67014 -3.31777 0.02 0.01 0.01
C -1.65198 -0.82460 -4.42229 -0.02 -0.01 0.02
C 0.37580 -2.63883 -5.79794 -0.02 0.00 0.01
H 5.52563 -3.00807 -1.67770 0.00 0.00 0.00
H 4.34490 -1.97842 -0.85643 0.00 0.00 0.01
H 5.26058 -1.35708 -2.23813 0.00 0.00 0.00
H 3.51425 -5.14883 -2.01225 0.01 -0.01 -0.02
H 2.29190 -5.04407 -3.28091 -0.01 0.00 -0.01
H 1.95727 -4.38507 -1.68040 0.03 -0.01 0.02
H 4.95205 -3.88719 -4.68282 0.00 0.00 0.01
H 4.72352 -2.17743 -5.03269 0.01 0.00 -0.01
H 3.47064 -3.34424 -5.46581 0.00 0.01 -0.01
H 3.79647 -0.14933 -5.60431 0.01 0.01 -0.01
H 3.41059 1.52175 -6.02026 -0.01 0.01 0.01
H 2.22613 0.24754 -6.30192 0.00 0.00 -0.01
H 4.44529 0.91155 -2.64762 0.01 0.01 0.00
H 3.21977 1.81418 -1.76666 0.00 -0.01 0.01
H 3.99676 2.53709 -3.17857 0.00 0.01 0.01
H 0.03789 1.66258 -4.61353 -0.01 0.02 0.00
H 1.21524 2.97545 -4.62427 0.01 0.00 0.00
H 0.47975 2.48002 -3.11493 0.00 -0.04 0.00
H -1.40132 -3.50037 -2.30823 -0.02 -0.01 -0.05
H -0.27050 -4.45333 -3.27361 0.00 0.00 0.00
H -1.86065 -4.04543 -3.92177 0.01 -0.01 -0.01
H -1.66144 -0.05458 -3.65335 -0.01 0.02 0.06
H -2.64157 -1.28878 -4.45489 0.00 0.02 -0.01
H -1.48688 -0.33633 -5.38501 0.00 0.01 0.00
H 1.18479 -3.36437 -5.69732 -0.01 -0.01 0.01
H 0.75662 -1.78112 -6.35619 0.02 0.00 -0.01
H -0.40583 -3.10411 -6.40457 -0.01 0.02 -0.01
```
Forces are in eV/Å.